No. 1
Entry from the OMol25 dataset: C4H5NO in the gas phase (the ωB97M-V functional and the def2-TZVPD basis).

The geometry in ORCA input format:
```
! RIJCOSX wB97M-V def2-TZVPD def2/J DEFGRID3
* xyz 0 1
C -1.39 -0.34 0.04
C 0.03 0.21 -0.12
C 0.37 1.63 -0.26
N 0.86 2.64 -0.55
C 1.14 -0.64 0.32
O 0.91 -0.41 -1.06
H -1.95 -0.33 -0.90
H -1.34 -1.37 0.39
H -1.98 0.21 0.79
H 2.00 -0.20 0.82
H 0.91 -1.68 0.56
*
```

Relative energy (zero: lowest compared OMol25 entry of this formula, charge and spin), kJ/mol: 186.3
Structure (SMILES): C[C@@]1(C#N)CO1
HOMO, eV: -11.0
LUMO energy, eV: 0.770



No. 2
Entry from the OMol25 dataset: 6 unconnected molecules or ions with the total composition C37H75BrINO10P (the ωB97M-V functional and the def2-TZVPD basis).

The geometry in ORCA input format:
```
! RIJCOSX wB97M-V def2-TZVPD def2/J DEFGRID3
* xyz -1 1
C 2.61 0.26 4.26
C 2.31 -0.52 2.98
C 1.76 0.38 1.88
C 1.43 -0.27 0.53
C 1.14 -1.76 0.64
P 0.02 0.71 -0.39
C 0.78 0.28 -2.04
C 0.99 2.41 -0.18
C 0.45 3.55 -0.93
O -0.25 4.42 -0.55
I 1.05 3.71 -3.06
O -1.12 -0.72 -0.49
C -2.31 -0.49 -0.99
Br -2.22 -1.09 -3.06
C -3.35 -1.50 -0.50
C -3.73 -1.54 0.98
C -2.57 -1.90 1.92
C -2.76 -1.45 3.37
C -3.40 -2.52 4.25
N -3.97 -2.00 5.50
C -2.56 1.06 -0.94
C -3.10 1.55 0.43
C -4.61 1.73 0.58
C -5.00 1.89 2.03
O -6.38 2.21 2.21
C -7.21 1.08 2.13
C -3.43 1.64 -2.06
O -3.47 3.04 -1.88
C -4.42 3.69 -2.70
C -3.94 5.10 -3.01
O -1.28 1.60 -1.13
H 1.69 0.53 4.78
H 3.24 -0.31 4.94
H 3.13 1.19 4.03
H 1.60 -1.31 3.20
H 3.23 -1.01 2.62
H 2.49 1.19 1.72
H 0.85 0.87 2.27
H 2.30 -0.16 -0.13
H 1.99 -2.30 1.08
H 0.27 -1.97 1.26
H 0.95 -2.20 -0.34
H -0.57 0.95 0.91
H 1.71 0.82 -2.18
H 0.99 -0.80 -2.08
H 0.12 0.52 -2.87
H 2.05 2.27 -0.41
H 0.86 2.70 0.87
H -2.93 -2.48 -0.76
H -4.26 -1.39 -1.10
H -4.51 -2.31 1.06
H -4.20 -0.62 1.30
H -1.65 -1.49 1.52
H -2.46 -2.99 1.91
H -3.40 -0.56 3.41
H -1.80 -1.15 3.80
H -2.65 -3.28 4.49
H -4.19 -3.03 3.68
H -3.43 -2.30 6.30
H -3.94 -0.99 5.51
H -2.60 2.51 0.56
H -2.73 0.90 1.23
H -4.93 2.63 0.05
H -5.15 0.89 0.12
H -4.45 2.71 2.48
H -4.78 0.98 2.60
H -7.05 0.51 1.20
H -7.04 0.41 2.98
H -8.24 1.43 2.15
H -4.45 1.22 -2.01
H -3.00 1.38 -3.02
H -4.57 3.11 -3.63
H -5.39 3.70 -2.18
H -3.85 5.27 -4.08
H -4.61 5.86 -2.60
H -2.96 5.24 -2.56
C 2.16 -0.98 -5.46
C 1.56 -2.17 -4.75
O 2.13 -2.71 -3.82
C 0.21 -2.62 -5.22
H 3.13 -0.74 -5.03
H 2.27 -1.20 -6.53
H 1.50 -0.12 -5.36
H 0.24 -2.93 -6.27
H -0.50 -1.80 -5.13
H -0.14 -3.45 -4.60
C -1.41 6.81 4.27
C -0.45 5.90 3.52
O 0.13 5.00 4.09
C -0.27 6.19 2.06
H -1.47 6.51 5.31
H -1.08 7.84 4.20
H -2.40 6.75 3.82
H 0.10 7.21 1.93
H -1.22 6.12 1.53
H 0.42 5.49 1.61
C 4.92 -2.57 -2.41
C 6.20 -2.88 -1.70
O 7.25 -2.32 -1.95
C 6.13 -3.94 -0.63
H 5.05 -1.77 -3.14
H 4.54 -3.46 -2.91
H 4.15 -2.28 -1.69
H 5.77 -4.88 -1.06
H 5.41 -3.65 0.14
H 7.11 -4.09 -0.18
C -2.31 -7.13 0.47
C -1.92 -5.67 0.44
O -2.53 -4.85 -0.19
C -0.70 -5.28 1.25
H -3.20 -7.28 -0.15
H -1.49 -7.74 0.10
H -2.52 -7.44 1.49
H 0.17 -5.85 0.91
H -0.85 -5.53 2.30
H -0.50 -4.22 1.14
C 9.52 -0.31 -3.30
C 10.09 1.06 -3.07
O 10.02 1.95 -3.89
C 10.75 1.29 -1.73
H 9.06 -0.36 -4.29
H 10.32 -1.06 -3.23
H 8.78 -0.56 -2.55
H 11.58 0.59 -1.60
H 10.04 1.10 -0.92
H 11.12 2.31 -1.66
*
```

HOMO, eV: -5.4
LUMO energy, eV: 2.188



No. 3
Entry from the OMol25 dataset: a molecular structure, C36H32F5OP2TeTi (the ωB97M-V functional and the def2-TZVPD basis).

The geometry in ORCA input format:
```
! RIJCOSX wB97M-V def2-TZVPD def2/J DEFGRID3
* xyz 2 2
C 0.78 3.63 -1.02
C 1.08 3.14 0.26
C 2.28 3.52 0.88
C 3.12 4.46 0.26
C 2.79 4.98 -0.99
C 1.63 4.56 -1.64
P -0.16 2.09 1.09
C 0.40 2.08 2.83
C 1.11 0.96 3.30
C 1.57 0.93 4.62
C 1.32 2.01 5.47
C 0.58 3.10 5.01
C 0.12 3.15 3.70
Ti -0.73 -0.32 0.28
P -0.01 -2.06 -1.45
C 1.74 -2.36 -1.86
C 2.21 -2.35 -3.18
C 3.55 -2.65 -3.45
C 4.44 -2.91 -2.41
C 3.98 -2.86 -1.08
C 2.65 -2.57 -0.81
C -0.58 -3.65 -0.70
C -1.95 -3.76 -0.39
C -2.42 -4.86 0.32
C -1.55 -5.88 0.70
C -0.19 -5.79 0.37
C 0.28 -4.69 -0.34
C -0.87 -2.07 -3.05
C -1.54 -0.92 -3.49
C -2.23 -0.95 -4.71
C -2.23 -2.11 -5.49
C -1.55 -3.25 -5.06
C -0.86 -3.23 -3.84
C -1.60 3.23 1.13
C -1.48 4.61 0.95
C -2.63 5.41 0.88
C -3.90 4.84 0.99
C -4.02 3.46 1.25
C -2.87 2.67 1.37
H -2.64 -2.96 -0.68
H -3.48 -4.92 0.58
H -1.92 -6.74 1.27
H 0.50 -6.57 0.67
H 1.34 -4.63 -0.61
H 1.53 -2.12 -4.01
H 3.89 -2.67 -4.49
H 5.49 -3.13 -2.62
H 4.68 -3.05 -0.26
H 2.30 -2.53 0.23
H -1.54 -0.02 -2.87
H -2.76 -0.06 -5.04
H -2.77 -2.12 -6.44
H -1.54 -4.15 -5.67
H -0.33 -4.12 -3.50
H -0.50 5.08 0.85
H -2.52 6.48 0.72
H -4.79 5.45 0.88
H -5.00 3.00 1.36
H -2.96 1.63 1.65
H 1.28 0.11 2.64
H 2.11 0.06 4.97
H 1.68 1.98 6.50
H 0.36 3.93 5.68
H -0.46 4.00 3.34
H 2.55 3.12 1.85
H 4.03 4.77 0.77
H 3.45 5.71 -1.47
H 1.38 4.94 -2.63
H -0.14 3.32 -1.53
H 3.58 1.05 -1.86
H 3.16 1.36 -2.38
F -1.24 -3.58 3.91
Te -2.04 -1.83 3.43
F -2.50 -0.19 -0.18
F -2.45 0.11 3.27
F -2.96 -1.75 5.11
F -0.45 -1.22 4.24
O -0.54 -1.35 1.62
*
```

HOMO (spin up / spin down), eV: -13.8 / -13.8
LUMO energy (spin up / spin down), eV: -7.240 / -10.766



No. 4
Entry from the OMol25 dataset: 2 unconnected molecules or ions with the total composition CH2F2N2 (the ωB97M-V functional and the def2-TZVPD basis).

The geometry in ORCA input format:
```
! RIJCOSX wB97M-V def2-TZVPD def2/J DEFGRID3
* xyz 0 1
C 0.84 0.91 0.41
N -0.62 -1.52 -0.03
N -0.83 -2.67 0.03
F 1.25 1.10 1.71
F -0.49 1.08 0.30
H 1.22 1.42 -0.39
H -0.95 -0.74 -0.66
*
```

Relative energy (zero: lowest compared OMol25 entry of this formula, charge and spin), kJ/mol: 344.0
HOMO (spin up / spin down), eV: -9.6 / -8.0
LUMO energy (spin up / spin down), eV: 0.625 / -0.217



Record-wise DFT total energy values, in eV: -7764.5954, -148983.8035, -102458.6031, -9480.0509